1.
Computed, not measured: an isolated molecule of C2H6N4, with ωB97M-V/def2-TZVPD.

Last column: natural (NBO) charge in e.
Geometry (Å):
H -0.06696 0.41371 -1.21794  0.35
H 0.40292 -1.14016 1.61414  0.36
H 0.57743 -0.26015 -2.73754  0.20
C 1.11891 -0.98657 -1.93280  -0.19
N -0.47575 -0.53100 1.66766  -0.73
N 0.51414 0.55186 -0.28598  -0.49
C -0.50223 0.36364 0.71159  0.53
N 1.24094 -0.67305 -0.53786  -0.20
N -1.72668 1.13176 0.56388  -0.80
H -1.29905 2.12039 0.29741  0.37
H -1.94023 1.04886 1.51004  0.39
H 1.75726 -1.80198 -1.99275  0.22

Force components x, y, z for each atom (eV/Å):
H 0.70 2.28 2.44
H -1.52 1.30 -0.05
H 1.40 -2.11 1.93
C -0.16 3.76 6.33
N 1.47 0.97 -1.81
N -2.64 -1.79 -3.11
C -0.23 -2.94 1.59
N -1.09 -0.22 -6.23
N 4.74 1.74 -2.56
H -1.83 -2.17 1.02
H -1.62 0.79 2.09
H 0.77 -1.62 -1.64

Summary:
Frontier orbital gap ... 9.6 eV
Max |F| ... 0.14322 hartree/bohr
M ... 86.10 g/mol
Total charge ... 0

***

2.
Computed, not measured: a structure of composition C2H6N4, with ωB97M-V/def2-TZVPD.

Last column: natural (NBO) charge in e.
Geometry (Å):
C -0.73484 0.30987 -0.15174  0.51
N -1.09452 -0.99558 -0.11581  -0.38
H 2.40090 1.15293 -0.65134  0.47
H -2.04453 -1.37064 0.27093  0.49
H 2.75336 -0.30974 0.39176  0.44
N -1.46178 1.39537 -0.05930  -0.58
H -2.39358 1.24571 0.20021  0.47
N 0.18827 -1.46188 0.07672  -0.27
C 0.71628 -0.31622 -0.22256  0.54
N 2.14278 0.45850 0.09679  -0.65
H -0.92173 2.27701 -0.02461  0.49
H 0.44939 -2.38533 0.18895  0.49

Force components x, y, z for each atom (eV/Å):
C -0.72 -0.95 -0.75
N -6.03 0.60 0.95
H -0.07 -1.16 0.76
H 2.41 0.16 -0.65
H 0.63 0.67 -0.50
N 4.69 -1.51 -0.45
H -2.05 0.61 0.43
N 0.91 2.75 -0.80
C 6.26 4.86 2.34
N -5.92 -3.31 -1.50
H -1.10 -0.08 -0.07
H 0.99 -2.64 0.24

Summary:
Frontier orbital gap ... 8.5 eV
Max |F| ... 0.16074 hartree/bohr
M ... 86.10 g/mol
Total charge ... +2

***

3.
Computed, not measured: an isolated molecule of C2H6N4O, with ωB97M-V/def2-TZVPD.

Last column: natural (NBO) charge in e.
Geometry (Å):
O 0.76156 0.42172 1.76346  -0.56
H 0.03641 1.45780 -0.29546  0.39
H -0.48838 -1.42739 -1.97054  0.35
H 1.76305 0.97380 -1.63903  0.36
H -2.26008 -0.75571 1.33796  0.21
H 0.97756 1.03306 2.49003  0.48
C -1.27798 -0.41345 1.00933  0.01
N 1.23266 0.14460 -1.37398  -0.66
N -1.11731 -1.52809 -1.16656  -0.64
N -0.65832 0.57386 1.65692  -0.13
H 1.83410 -0.44936 -0.80019  0.35
C -0.91119 -0.52292 -0.39690  0.33
N 0.10793 0.49208 -0.61504  -0.49

Force components x, y, z for each atom (eV/Å):
O -0.54 0.91 -0.72
H -0.13 -0.96 0.08
H -0.51 0.09 -0.21
H -0.39 -0.29 0.03
H -0.10 0.78 -0.02
H -0.36 -0.22 -0.36
C -0.05 3.24 -0.59
N 0.16 -0.15 -0.40
N 0.33 0.66 0.65
N -0.69 -3.09 3.20
H 0.02 0.29 0.03
C 3.58 -0.77 -0.66
N -1.30 -0.48 -1.04

Summary:
Frontier orbital gap ... 7.6 eV
Max |F| ... 0.08749 hartree/bohr
M ... 102.10 g/mol
Total charge ... 0

***

4.
Computed, not measured: a structure of composition C2H6N4O, with ωB97M-V/def2-TZVPD.

Last column: natural (NBO) charge in e.
Geometry (Å):
H 1.65509 0.54405 -0.20164  0.42
N 0.32647 1.99356 1.02976  -0.82
H 0.84203 1.76767 1.83706  0.37
N -1.47233 0.69619 0.17848  -0.24
H -0.40944 2.67828 1.22150  0.40
O -1.78301 -0.24451 -0.74235  -0.54
C 0.81630 -1.29832 -0.14780  0.29
N 1.74196 -1.96855 -0.84728  -0.73
H 1.79187 -2.98987 -0.66688  0.35
H -0.06397 -1.80900 0.31017  0.17
C -0.20112 0.81353 0.44323  0.49
N 0.77825 0.03330 -0.07678  -0.63
H -2.86307 -0.60777 -0.32328  0.47

Force components x, y, z for each atom (eV/Å):
H -0.31 -0.49 -0.31
N -1.75 -0.28 -1.00
H 0.75 -0.06 1.18
N 1.64 2.06 2.25
H 0.35 -0.43 -0.04
O -5.26 -3.08 1.22
C 1.11 -4.85 -2.09
N -1.51 1.96 2.35
H -0.83 1.04 -0.10
H 0.78 0.43 -0.06
C -2.27 1.03 -0.93
N 2.25 1.04 -0.22
H 5.05 1.65 -2.26

Summary:
Frontier orbital gap ... 9.1 eV
Max |F| ... 0.12091 hartree/bohr
M ... 102.10 g/mol
Total charge ... 0

***

5.
Computed, not measured: an isolated molecule of C2H6N4O, with ωB97M-V/def2-TZVPD.

Last column: natural (NBO) charge in e.
Geometry (Å):
N 0.84831 1.11874 0.45236  -0.26
H 2.85771 1.60236 0.78974  0.46
O 2.86609 1.66546 -0.18134  -0.52
H -0.12099 -2.96726 0.23824  0.36
N -0.54154 -2.06703 -0.00434  -0.66
N 0.35626 -1.08507 0.25118  -0.27
C -0.09480 0.14606 0.26529  0.34
N 1.66080 1.05590 -0.51120  0.18
C -1.50586 0.58399 -0.02069  -0.69
H -1.85143 0.16794 -0.97150  0.23
H -2.16059 0.22980 0.78083  0.24
H -1.57211 1.67328 -0.08260  0.23
H -0.74185 -2.12416 -1.00598  0.35

Force components x, y, z for each atom (eV/Å):
N 2.88 0.52 -1.14
H 0.19 0.48 0.03
O -1.02 -0.33 -0.13
H -0.03 0.50 -0.09
N -1.17 -1.56 -0.42
N 0.73 3.08 0.62
C -1.49 -3.05 -1.16
N 0.03 0.40 1.70
C 0.04 -0.02 0.27
H 0.02 0.00 0.17
H -0.07 -0.05 -0.19
H 0.08 -0.18 0.07
H -0.20 0.21 0.27

Summary:
Frontier orbital gap ... 9.2 eV
Max |F| ... 0.06969 hartree/bohr
M ... 102.10 g/mol
Total charge ... 0

***

6.
Computed, not measured: an isolated molecule of C2H6N4O, with ωB97M-V/def2-TZVPD.

Last column: natural (NBO) charge in e.
Geometry (Å):
C 0.39008 -0.84868 0.21320  0.20
H -0.67530 -2.38794 0.48277  0.49
N 2.69596 0.09873 -0.16798  -0.68
N -0.74193 0.01765 0.44465  -0.14
H -0.02559 1.65429 -0.69680  0.35
H 3.22341 0.77379 0.38011  0.37
H -0.49771 2.01214 0.87224  0.37
C 1.52392 -0.16136 0.12950  0.33
N -0.05354 1.32586 0.26965  -0.66
H -1.58012 -0.14569 -1.41648  0.34
O 0.17560 -2.18377 0.06374  -0.66
H -2.65038 0.14442 -0.14746  0.36
N -1.78440 -0.29942 -0.42713  -0.68

Force components x, y, z for each atom (eV/Å):
C -0.25 0.90 -0.22
H 0.20 0.03 -0.01
N -0.58 1.22 -0.97
N 0.99 0.95 -0.48
H -0.28 -0.31 0.13
H 0.12 -0.80 0.66
H 0.01 -0.14 -0.18
C 1.13 -1.86 0.35
N -1.34 -0.26 0.28
H 0.08 0.10 0.18
O 0.09 0.11 0.50
H 0.21 0.03 0.01
N -0.38 0.03 -0.25

Summary:
Frontier orbital gap ... 7.9 eV
Max |F| ... 0.04292 hartree/bohr
M ... 102.10 g/mol
Total charge ... 0

***

7.
Computed, not measured: a cluster of 2 separate species, C2H6N4O in total, with ωB97M-V/def2-TZVPD.

Last column: natural (NBO) charge in e.
Geometry (Å):
H 0.98145 -1.25583 -0.36974  0.18
N 0.33935 0.75415 -1.81951  -0.12
C 1.55471 -0.25544 -0.11499  -0.24
O 1.65698 0.45594 -1.36825  -0.39
N -1.41351 0.37074 0.11735  -0.61
H 0.96496 0.41023 0.40627  0.21
N 0.08612 2.40317 -3.44164  -0.03
C -2.52217 -0.16207 0.22439  -0.04
H -1.34195 1.19028 -0.55242  0.35
H -3.44775 0.10136 -0.28524  0.15
H -2.63556 -1.01853 1.00676  0.15
N 0.32373 1.60403 -2.69410  0.21
H 2.56957 -0.43305 0.17072  0.20

Force components x, y, z for each atom (eV/Å):
H 1.14 1.83 1.02
N 0.24 -1.31 0.74
C -1.27 -2.28 -3.34
O 0.66 0.37 -1.19
N 1.32 2.08 -0.51
H -0.96 0.57 2.38
N -0.01 0.60 -0.91
C -1.70 -2.11 1.79
H -0.50 -1.45 0.94
H -0.02 0.16 -0.22
H 0.19 1.28 -1.43
N 0.49 0.24 0.32
H 0.40 0.02 0.43

Summary:
Frontier orbital gap ... 9.5 eV
Max |F| ... 0.08238 hartree/bohr
M ... 102.10 g/mol
Total charge ... 0

***

8.
Computed, not measured: a structure of composition C2H6N4O2, with ωB97M-V/def2-TZVPD.

Last column: natural (NBO) charge in e.
Geometry (Å):
H -1.90333 2.14265 -0.13366  0.45
H 2.11018 -1.48781 0.13587  0.21
N -0.04498 1.00664 0.79432  -0.38
C 0.02156 -1.44942 -0.10634  -0.08
N 1.32298 0.46158 -0.40431  -0.10
O -1.84980 1.30182 -0.69382  -0.59
O 2.48599 1.15109 -0.05516  -0.55
H 2.31158 2.10853 -0.48781  0.47
N -1.17003 -0.80525 0.05864  -0.42
N -1.16964 0.53499 0.38558  0.17
C 1.28362 -0.86153 -0.09104  -0.16
H 0.02580 -2.49610 -0.11508  0.21
H -2.06373 -1.29890 -0.07236  0.42
H 0.00677 1.99592 0.60422  0.35

Force components x, y, z for each atom (eV/Å):
H -0.54 -1.29 -1.56
H 0.87 -0.07 -0.03
N 2.35 -0.17 0.49
C 2.26 1.00 0.45
N -1.25 1.05 0.02
O 0.72 1.17 1.79
O -0.65 2.63 -0.90
H 0.74 -3.43 1.31
N 0.02 0.52 -0.96
N -2.57 -1.04 -0.63
C -2.12 -0.29 -0.73
H -0.49 -1.33 0.43
H 0.78 1.04 0.35
H -0.13 0.22 -0.03

Summary:
Frontier orbital gap ... 8.0 eV
Max |F| ... 0.07287 hartree/bohr
M ... 118.10 g/mol
Total charge ... 0

***

9.
Computed, not measured: an isolated molecule of C2H6N4O2, with ωB97M-V/def2-TZVPD.

Last column: natural (NBO) charge in e.
Geometry (Å):
C -1.98509 -0.23466 -0.08231  0.18
H 3.49033 0.68825 -0.66323  0.49
H 0.56299 -0.25129 -1.06931  0.39
N -1.90881 1.03657 0.10151  -0.22
C 1.00070 -0.37949 0.76472  0.21
H -1.19077 -2.15191 -0.49498  0.40
N 2.13113 0.17822 0.65494  -0.21
O -0.60509 1.59250 -0.02358  -0.59
N 0.31711 -0.87862 -0.26848  -0.46
N -0.98868 -1.21347 -0.12347  -0.46
H -3.01834 -0.54203 -0.11443  0.20
H -0.92363 2.46531 0.20570  0.49
O 2.47794 0.44181 -0.66894  -0.61
H 0.64020 -0.75119 1.78186  0.20

Force components x, y, z for each atom (eV/Å):
C 0.35 0.70 0.50
H -3.20 -0.71 0.37
H -0.72 -1.16 0.27
N 0.00 -1.50 -0.96
C 0.60 -1.53 2.97
H -0.21 1.05 0.32
N 0.71 0.63 1.32
O -1.02 0.07 0.50
N 0.96 1.22 -3.11
N -1.66 -0.39 -0.21
H -0.01 -0.61 0.13
H 0.91 0.70 -0.05
O 2.61 0.49 -0.78
H 0.68 1.04 -1.27

Summary:
Frontier orbital gap ... 9.4 eV
Max |F| ... 0.06755 hartree/bohr
M ... 118.10 g/mol
Total charge ... 0

***

10.
Computed, not measured: an isolated molecule of C2H6N4S, with ωB97M-V/def2-TZVPD.

Last column: natural (NBO) charge in e.
Geometry (Å):
C -1.02605 -1.41444 -0.75291  -0.20
N 0.90971 0.04079 0.40978  -0.28
H 2.79238 2.28244 -0.34519  0.37
S -2.83996 0.30277 0.56778  0.18
N 1.08157 1.14447 -0.25482  0.03
H -2.07316 1.36936 0.97647  0.13
H -0.50079 -1.37271 -1.70356  0.21
N 2.48016 1.34185 -0.32941  -0.63
H -0.49811 -1.36045 1.28822  0.19
H 2.98741 0.76564 0.37846  0.36
H -1.55547 -2.26120 -0.42402  0.19
N -1.45841 -0.16589 -0.21539  -0.60
C -0.29929 -0.67262 0.40459  0.04

Force components x, y, z for each atom (eV/Å):
C 1.47 1.91 0.20
N 1.66 1.95 -1.64
H -0.28 1.02 -0.10
S -0.30 0.95 1.08
N 1.02 -3.40 1.61
H -1.26 -0.25 0.12
H -0.57 -0.18 -0.16
N -1.07 -1.46 1.06
H 0.81 1.47 -0.48
H -0.67 0.49 -0.80
H -0.38 -1.34 0.05
N 1.46 0.11 -1.75
C -1.89 -1.29 0.82

Summary:
Frontier orbital gap ... 8.7 eV
Max |F| ... 0.07591 hartree/bohr
M ... 118.16 g/mol
Total charge ... 0

***

Relative energy (zero: lowest compared OMol25 entry of this formula, charge and spin) for every record listed, in sequence, given in eV: 4.317, 4.512, 6.288, 3.957, 4.651, 5.358, 6.601, 7.815, 4.890, 4.635.
E_HOMO for every record listed, in sequence, given in eV: -9.57, -20.36, -8.23, -8.58, -8.81, -7.09, -9.02, -7.28, -8.66, -8.13.